[1]
Below is a 2-piece molecular cluster, C10H21N2O overall in a non-equilibrium geometry, with properties calculated with ωB97M-V/def2-TZVPD.

XYZ file:
```
34
Properties=species:S:1:pos:R:3
C 1.6760 -1.5899 -0.4517
C 1.6533 -0.2724 -0.0457
C -1.6763 0.2711 -0.4319
C -2.8421 -1.2920 0.5236
C 2.2903 -2.7115 0.2600
C 2.2767 1.6631 -1.4308
C 0.9203 2.3342 1.3782
C -0.9714 0.9002 0.7637
C 1.1111 0.8312 -0.8154
C 0.2227 1.6965 0.1663
N -2.2619 -2.4727 0.6290
N -2.4432 1.0647 -1.1440
O -4.0965 -1.2004 0.7761
H 1.3150 -1.9386 -1.4076
H 2.2833 0.0241 0.8054
H -1.1230 -0.4821 -0.9148
H 2.9220 -2.3020 0.9979
H 1.4236 -3.0988 0.7817
H 2.6113 -3.4852 -0.3535
H 1.8669 2.4176 -2.2453
H 2.7888 2.1128 -0.6338
H 2.8001 1.0216 -2.1538
H 1.6518 1.6199 1.8782
H 1.6531 3.0270 1.0024
H 0.1588 2.7536 1.9545
H -0.4345 0.1258 1.2176
H -1.3929 1.4946 1.4420
H 0.4927 0.4521 -1.6349
H -0.3522 2.4269 -0.4519
H -1.3802 -2.4839 0.2192
H -2.8224 -3.2402 0.9017
H -3.0416 1.7110 -0.6729
H -2.7793 0.6670 -2.0202
H -4.5004 -2.0449 1.1104
```

The energy above the lowest of the compared OMol25 structures with the same formula, charge and spin is 1.142 eV. The value obtained for the LUMO energy is -3.09 eV. The total charge is +1. The calculation puts the calculated total energy at -578.0184 Eh.

=====

[2]
Below is one molecule with the formula C10H21N2OP in a non-equilibrium geometry, with properties calculated with ωB97M-V/def2-TZVPD.

XYZ file:
```
35
Properties=species:S:1:pos:R:3
C -2.3471 -0.8951 -1.1048
C -1.7115 0.5106 -1.2523
C -2.4183 1.5231 -0.4232
C -1.7812 0.9756 -2.7772
N -0.3356 0.4704 -0.9480
N 0.1556 1.4660 0.0297
P 1.8632 1.1917 0.3713
C 1.7410 -0.3828 1.4087
C 3.1770 -0.5491 1.8297
C 0.8448 0.0665 2.5566
C 1.2594 -1.6453 0.8060
C 2.0143 0.3685 -1.2945
C 0.5922 -0.1242 -1.6926
O 0.4773 -0.8992 -2.6071
H -3.3698 -0.8504 -1.5171
H -1.7778 -1.6706 -1.6149
H -2.3861 -1.1707 -0.0059
H -2.7161 2.3799 -1.0105
H -1.9140 1.7775 0.5195
H -3.4517 1.0735 -0.0895
H -1.5307 1.9921 -2.9189
H -1.0462 0.2691 -3.1968
H -2.6287 0.5733 -3.2018
H -0.1109 2.3088 -0.4840
H 3.5842 0.1568 2.5981
H 3.4002 -1.5596 2.1772
H 3.7597 -0.3768 0.9367
H -0.1237 0.4328 2.1029
H 1.4331 0.6903 3.2144
H 0.5467 -0.8204 3.1071
H 0.2366 -1.5025 0.5733
H 1.7869 -1.9792 -0.1226
H 1.6021 -2.5440 1.4341
H 2.6953 -0.4071 -1.3220
H 2.4172 1.1908 -1.9662
```

The energy above the lowest of the compared OMol25 structures with the same formula, charge and spin is 0.965 eV. The value obtained for the LUMO energy is 0.77 eV. The total charge is 0. The structure (SMILES) is CC(C)(C)N1NP(C(C)(C)C)CC1=O. The calculation puts the calculated total energy at -919.6626 Eh.

=====

[3]
Below is one molecule with the formula C10H21NO in a non-equilibrium geometry, with properties calculated with ωB97M-V/def2-TZVPD.

XYZ file:
```
33
Properties=species:S:1:pos:R:3
N -1.8363 0.3822 -3.0461
C -2.1832 -0.5290 -1.8080
C -1.6044 0.0915 -0.5354
O -1.7369 -0.8222 0.5303
C -0.2110 0.6051 -0.8326
C 1.0674 -0.3230 -1.1240
C 1.2248 -1.6063 -0.1665
C 2.1299 -1.3138 1.0117
C 1.6414 -0.5771 2.3061
C 1.3531 0.8784 2.1856
C 0.0758 1.5677 1.6192
C 0.2043 1.6564 0.1413
H -1.6414 -0.0338 -3.9336
H -2.2031 1.3999 -2.9323
H -1.8152 -1.6026 -2.0574
H -3.2163 -0.6119 -1.7775
H -2.2766 1.0006 -0.2520
H -0.8771 -1.2453 0.9314
H -0.4193 1.1948 -1.7854
H 2.0417 0.2649 -1.1103
H 0.8829 -0.7123 -2.0714
H 1.5583 -2.3657 -0.9064
H 0.2701 -2.0320 0.0714
H 3.0099 -0.7875 0.6607
H 2.7268 -2.2023 1.3802
H 2.4873 -0.7993 3.0057
H 0.7943 -1.1655 2.7665
H 1.4428 1.2370 3.1487
H 2.2884 1.3844 1.7672
H -0.9769 1.1413 1.6370
H -0.0514 2.5129 2.2412
H 1.0435 2.2188 -0.3487
H -0.5082 2.4068 -0.1397
```

The energy above the lowest of the compared OMol25 structures with the same formula, charge and spin is 4.140 eV. The value obtained for the LUMO energy is 0.98 eV. The total charge is 0. The structure (SMILES) is NC[C@@H](O)C1CCCCCCC1. The calculation puts the calculated total energy at -523.4844 Eh.

=====

[4]
Below is a 2-piece molecular cluster, C10H21NO2P overall in a non-equilibrium geometry, with properties calculated with ωB97M-V/def2-TZVPD.

XYZ file:
```
35
Properties=species:S:1:pos:R:3
C 1.2688 -0.5495 1.4852
C -2.1871 -1.2224 -1.1119
C -0.5081 -0.5787 -2.6649
C -1.2773 -0.8351 0.0261
C 0.4739 -0.2909 -1.5190
C -1.3812 -1.7898 -2.3035
C 3.3927 0.7097 2.1770
C -1.4400 2.7092 0.8135
C 2.1115 -0.0005 2.6231
C 0.4026 0.4990 0.8670
N -0.3536 0.2223 -0.3959
O 1.3362 -1.6333 1.0597
O -2.1258 -2.0887 -3.4024
P -0.1576 1.9304 1.8582
H -2.9751 -2.0418 -0.7924
H -2.6818 -0.2921 -1.5346
H -1.1533 0.2393 -3.0367
H 0.0487 -0.8542 -3.5118
H -1.9468 -0.3643 0.7105
H -0.6685 -1.7629 0.3559
H 1.0255 -1.1182 -1.3552
H 1.3035 0.3290 -1.8938
H -0.7905 -2.6249 -2.0858
H 3.0761 1.4576 1.3937
H 3.9955 -0.0395 1.7531
H 3.8838 1.3326 2.8795
H -2.2204 2.0722 0.4669
H -0.7608 3.0017 -0.0031
H -1.8916 3.4602 1.4471
H 1.7193 0.5651 3.3356
H 2.4683 -0.9718 3.1406
H 2.4413 1.4845 0.5066
H -0.8608 0.9526 -0.7957
H -2.6001 -2.9470 -3.2189
H -0.9672 1.0403 2.7263
```

The energy above the lowest of the compared OMol25 structures with the same formula, charge and spin is 6.120 eV. The value obtained for the LUMO energy (spin up / spin down) is -5.06 / -4.22 eV. The total charge is +1. The calculation puts the calculated total energy at -939.7303 Eh.